(1)
Formula: C29H27F2N5O10PRuS3
Source: the Open Molecules 2025 dataset
Level of theory: the ωB97M-V functional and the def2-TZVPD basis

<S²>: 8.76
Charge: 0
E_LUMO (alpha / beta), eV: -0.25 / -1.70
Strongest force on any atom, hartree/bohr: 0.013
Orbital gap (alpha / beta), eV: 7.186 / 7.059
Multiplicity: 6

Last column: Löwdin spin population.
Element x y z (Å)
Ru1 -0.33 -0.13 -0.62  3.9046
F1 -3.09 -3.39 -4.21  0.0014
C1 -2.13 -3.32 -3.27  0.0058
C2 -1.78 -2.08 -2.76  0.0403
C3 -0.80 -2.01 -1.78  0.2018
C4 -0.17 -3.18 -1.32  0.0385
C5 -0.58 -4.40 -1.87  0.0061
F2 -0.03 -5.56 -1.46  0.0029
C6 -1.55 -4.49 -2.84  0.0082
C7 0.86 -3.06 -0.27  0.0136
C8 1.69 -4.08 0.19  0.0020
C9 2.60 -3.82 1.20  0.0040
C10 2.66 -2.55 1.77  0.0032
C11 1.83 -1.58 1.26  0.0164
N1 0.97 -1.83 0.26  0.1060
H1 -2.29 -1.20 -3.10  0.0040
H2 -1.85 -5.45 -3.24  0.0004
H3 1.64 -5.07 -0.25  0.0006
H4 3.24 -4.61 1.56  0.0002
H5 3.33 -2.33 2.58  0.0005
H6 1.83 -0.57 1.64  0.0024
O1 -3.26 4.99 -2.17  0.0007
C12 -2.50 5.22 -1.12  0.0003
O2 -2.46 6.29 -0.57  0.0006
C13 -1.63 4.10 -0.65  0.0019
C14 -0.73 4.24 0.38  0.0078
N2 -0.11 3.06 0.53  0.0074
N3 -0.55 2.16 -0.35  0.0697
C15 -1.48 2.77 -1.08  0.0061
C16 -2.11 1.97 -2.19  0.0086
O3 -2.90 2.54 -2.95  0.0100
O4 -1.73 0.76 -2.26  0.1226
H7 -3.17 4.05 -2.52  0.0005
H8 -0.50 5.10 0.99  0.0009
H9 0.69 2.83 1.11  0.0002
O5 -4.17 -1.93 -0.16  0.0008
S1 -3.98 -0.66 0.47  0.0134
O6 -4.79 0.44 0.07  0.0029
N4 -2.39 -0.25 0.45  0.0933
C17 -1.82 -0.27 1.65  0.0182
O7 -0.59 -0.06 1.77  0.0931
C18 -2.76 -0.59 2.75  0.0028
C19 -2.51 -0.66 4.11  0.0020
C20 -3.57 -0.99 4.95  -0.0002
C21 -4.84 -1.25 4.44  0.0022
C22 -5.08 -1.18 3.07  0.0012
C23 -4.03 -0.84 2.25  0.0088
H10 -1.52 -0.46 4.50  0.0004
H11 -3.41 -1.06 6.02  0.0000
H12 -5.64 -1.51 5.11  0.0002
H13 -6.07 -1.37 2.66  0.0000
S2 2.95 1.85 0.84  0.0031
C24 3.46 1.82 2.42  0.0016
N5 4.31 0.92 2.94  0.0013
C25 4.42 0.88 4.39  0.0001
C26 4.15 2.31 4.85  0.0001
S3 2.96 2.97 3.64  0.0007
H14 4.60 0.16 2.35  0.0000
H15 5.42 0.55 4.68  0.0000
H16 3.68 0.19 4.81  0.0001
H17 5.05 2.91 4.83  0.0000
H18 3.72 2.34 5.85  0.0000
C27 3.31 2.36 -3.05  0.0052
O8 2.44 1.66 -2.15  0.0181
P1 1.27 0.70 -2.68  0.0838
O9 1.97 -0.42 -3.62  0.0215
C28 2.53 -1.58 -2.99  0.0016
O10 0.64 1.62 -3.81  0.0195
C29 -0.31 1.10 -4.76  0.0010
H19 3.71 1.69 -3.80  0.0005
H20 4.12 2.76 -2.44  0.0005
H21 2.77 3.18 -3.53  0.0004
H22 3.60 -1.61 -3.20  0.0004
H23 2.04 -2.46 -3.41  0.0001
H24 2.37 -1.56 -1.91  0.0007
H25 -1.21 1.70 -4.70  0.0001
H26 -0.56 0.06 -4.55  0.0002
H27 0.13 1.17 -5.75  0.0004



(2)
Formula: C29H27F6N8O13P2S3Ti
Source: the Open Molecules 2025 dataset
Level of theory: the ωB97M-V functional and the def2-TZVPD basis

Charge: -1
E_LUMO, eV: 0.82
Strongest force on any atom, hartree/bohr: 0.014
Orbital gap, eV: 4.852
Multiplicity: 1

Last column: Mulliken charge in e.
Element x y z (Å)
Ti1 1.15 0.29 -0.31  -0.1884
C1 5.07 -2.10 -0.61  -0.5783
C2 4.21 -1.01 -0.55  -0.3023
N1 3.02 -1.13 0.01  0.7210
C3 2.70 -2.29 0.57  -0.4312
C4 3.54 -3.39 0.45  -0.2359
N2 4.72 -3.30 -0.15  -0.6396
C5 1.53 -2.21 1.48  0.9827
C6 0.99 -3.28 2.15  -1.3318
C7 0.07 -3.03 3.17  0.5852
C8 -0.16 -1.72 3.53  -0.5613
C9 0.41 -0.68 2.80  -0.0714
N3 1.17 -0.94 1.73  0.5248
C10 0.26 0.72 3.23  0.6412
C11 -0.89 1.20 3.84  -0.3184
N4 -0.99 2.46 4.26  -0.7380
C12 0.06 3.24 4.04  -0.3053
C13 1.22 2.76 3.43  -0.2889
N5 1.33 1.50 3.05  -0.5049
C14 -0.62 -4.14 3.86  0.1724
C15 -1.98 -4.05 4.15  -0.5079
C16 -2.60 -5.11 4.80  -0.4171
N6 -1.97 -6.22 5.16  -0.6440
C17 -0.67 -6.30 4.88  -0.3905
C18 0.04 -5.31 4.24  -0.4993
H1 6.05 -2.01 -1.06  0.4360
H2 4.47 -0.04 -0.96  0.4269
H3 3.27 -4.35 0.87  0.3474
H4 1.26 -4.30 1.88  0.6314
H5 -0.78 -1.49 4.38  0.8616
H6 -1.76 0.57 3.95  0.5578
H7 -0.01 4.28 4.32  0.3968
H8 2.05 3.43 3.25  0.4139
H9 -2.54 -3.17 3.86  0.5442
H10 -3.66 -5.06 5.03  0.3809
H11 -0.17 -7.22 5.19  0.3647
H12 1.10 -5.43 4.05  0.4612
F1 0.00 3.63 0.86  0.7337
C19 0.23 4.94 1.46  -1.1604
F2 -1.11 5.39 1.55  -0.2825
F3 0.67 5.65 0.33  -0.2231
S1 2.82 3.13 -0.26  0.7177
O1 2.28 1.56 0.07  -0.4869
O2 4.26 2.98 -0.33  -0.6211
N7 2.34 3.21 -1.84  -0.5610
S2 1.12 2.61 -2.51  1.2585
O3 1.34 2.24 -3.89  -0.9580
O4 0.40 1.59 -1.70  0.1300
C20 -0.22 3.89 -2.72  0.4733
F4 0.34 5.04 -3.09  -0.2390
F5 -1.04 3.49 -3.70  -0.2390
F6 -0.92 4.07 -1.62  -0.0522
N8 1.29 -3.15 -3.93  -0.7472
C21 0.87 -1.72 -3.87  1.2923
C22 0.28 -1.27 -5.20  -1.9451
P1 2.42 -0.74 -3.50  0.1626
O5 2.72 0.18 -4.75  -0.6629
O6 3.52 -1.86 -3.55  -0.6275
O7 2.44 0.07 -2.25  -0.1102
P2 -0.37 -1.41 -2.54  0.4370
O8 -1.06 -2.86 -2.39  -0.6330
O9 -1.29 -0.35 -2.96  -0.8345
O10 0.47 -1.27 -1.25  0.1699
H13 3.02 -2.70 -3.73  0.5161
H14 1.08 -3.52 -4.84  0.2173
H15 0.78 -3.70 -3.25  0.2424
H16 0.98 -1.47 -6.01  0.5414
H17 0.05 -0.21 -5.19  0.2797
H18 -0.65 -1.81 -5.38  0.5080
H19 2.33 1.07 -4.56  0.5841
H20 -1.74 -2.78 -1.69  0.4623
C23 -4.60 4.92 -1.66  -1.5713
C24 -4.06 3.65 -1.07  1.3050
C25 -4.00 2.48 -1.82  -0.9528
C26 -3.42 1.33 -1.31  -0.4112
C27 -2.93 1.36 -0.02  -0.3575
C28 -2.97 2.51 0.76  -0.1363
C29 -3.54 3.65 0.22  -0.6565
S3 -2.01 -0.01 0.59  1.7359
O11 -2.22 -1.16 -0.25  -0.7312
O12 -2.28 -0.20 1.99  -0.7445
O13 -0.59 0.55 0.43  0.5022
H21 -5.03 4.76 -2.65  0.3557
H22 -3.81 5.67 -1.74  0.3262
H23 -5.38 5.35 -1.02  0.3885
H24 -4.38 2.48 -2.84  0.2897
H25 -3.31 0.44 -1.91  0.3815
H26 -2.52 2.53 1.74  0.1543
H27 -3.52 4.57 0.80  0.2845



(3)
Formula: C29H27FN4O8Ru
Source: the Open Molecules 2025 dataset
Level of theory: the ωB97M-V functional and the def2-TZVPD basis

<S²>: 0.76
Charge: +1
E_LUMO (alpha / beta), eV: -3.48 / -3.48
Strongest force on any atom, hartree/bohr: 0.022
Orbital gap (alpha / beta), eV: 6.070 / 6.050
Multiplicity: 2

Last column: Löwdin spin population.
Element x y z (Å)
Ru1 -2.14 2.83 0.57  0.8033
O1 -2.63 4.42 4.39  0.0023
C1 -2.89 3.97 3.17  0.0028
O2 -2.59 2.88 2.77  0.0009
C2 -3.69 4.92 2.30  0.0001
O3 -3.38 4.74 0.93  -0.0032
C3 -2.47 5.76 0.46  -0.0012
C4 -1.06 5.50 0.96  0.0049
O4 -0.31 6.41 1.26  0.0212
O5 -0.79 4.23 0.99  0.0312
H1 -2.14 3.74 4.87  0.0000
H2 -4.74 4.66 2.45  0.0000
H3 -3.53 5.95 2.62  0.0000
H4 -2.46 5.68 -0.63  -0.0004
H5 -2.80 6.75 0.76  -0.0001
C5 -1.76 -4.87 1.35  0.0000
C6 -1.37 -4.09 0.10  0.0000
N1 -1.17 -2.66 0.37  -0.0004
C7 -2.23 -1.84 0.28  -0.0004
C8 -2.20 -0.49 0.46  -0.0008
C9 -3.55 0.20 0.31  0.0067
O6 -4.53 -0.49 0.12  0.0231
O7 -3.56 1.49 0.39  0.0323
C10 -0.97 0.13 0.81  -0.0016
O8 -0.77 1.34 1.01  -0.0068
C11 0.17 -0.77 0.97  -0.0004
C12 1.41 -0.25 1.34  -0.0002
C13 2.49 -1.07 1.49  0.0000
F1 3.67 -0.50 1.82  0.0000
C14 2.41 -2.45 1.31  -0.0001
C15 1.17 -2.97 0.97  0.0000
C16 0.06 -2.15 0.76  -0.0002
N2 3.50 -3.34 1.48  0.0000
C17 3.77 -4.31 0.42  0.0000
C18 4.20 -5.62 1.08  0.0000
N3 4.76 -5.28 2.43  0.0000
C19 5.66 -4.08 2.33  0.0000
C20 4.76 -2.85 2.04  0.0000
H6 -1.87 -5.93 1.11  0.0000
H7 -2.71 -4.51 1.74  0.0000
H8 -1.01 -4.76 2.13  0.0000
H9 -2.15 -4.17 -0.65  0.0000
H10 -0.47 -4.50 -0.35  0.0000
H11 -3.18 -2.30 0.04  0.0000
H12 1.51 0.82 1.47  0.0000
H13 1.08 -4.05 0.88  0.0000
H14 4.56 -3.93 -0.24  0.0000
H15 2.89 -4.47 -0.20  0.0000
H16 4.98 -6.14 0.51  0.0000
H17 3.37 -6.30 1.23  0.0000
H18 5.21 -6.07 2.87  0.0000
H19 3.96 -4.99 3.00  0.0000
H20 6.36 -4.27 1.52  0.0000
H21 6.21 -3.96 3.26  0.0000
H22 5.29 -2.18 1.37  0.0000
H23 4.56 -2.31 2.96  0.0000
N4 -0.63 3.95 -9.21  0.0040
C21 -0.79 3.81 -8.08  0.0010
C22 -1.00 3.62 -6.67  0.0081
C23 0.09 3.43 -5.82  -0.0019
C24 -0.11 3.28 -4.46  0.0101
C25 -1.40 3.31 -3.93  0.0083
C26 -2.49 3.50 -4.79  0.0103
C27 -2.29 3.65 -6.15  -0.0018
C28 -1.61 3.16 -2.51  0.0722
C29 -1.85 3.02 -1.34  -0.0237
H24 1.09 3.40 -6.24  -0.0003
H25 0.73 3.13 -3.80  0.0006
H26 -3.49 3.51 -4.37  0.0005
H27 -3.13 3.79 -6.81  -0.0003



> strongest force on any atom of number 3 (C29H27FN4O8Ru)?

0.022 hartree/bohr



> Among the records above, which one has the highest charge?

C29H27FN4O8Ru



> What is the formula in the first record?

C29H27F2N5O10PRuS3



Copy entry 3 word for word.
Formula: C29H27FN4O8Ru
Source: the Open Molecules 2025 dataset
Level of theory: the ωB97M-V functional and the def2-TZVPD basis

<S²>: 0.76
Charge: +1
E_LUMO (alpha / beta), eV: -3.48 / -3.48
Strongest force on any atom, hartree/bohr: 0.022
Orbital gap (alpha / beta), eV: 6.070 / 6.050
Multiplicity: 2

Last column: Löwdin spin population.
Element x y z (Å)
Ru1 -2.14 2.83 0.57  0.8033
O1 -2.63 4.42 4.39  0.0023
C1 -2.89 3.97 3.17  0.0028
O2 -2.59 2.88 2.77  0.0009
C2 -3.69 4.92 2.30  0.0001
O3 -3.38 4.74 0.93  -0.0032
C3 -2.47 5.76 0.46  -0.0012
C4 -1.06 5.50 0.96  0.0049
O4 -0.31 6.41 1.26  0.0212
O5 -0.79 4.23 0.99  0.0312
H1 -2.14 3.74 4.87  0.0000
H2 -4.74 4.66 2.45  0.0000
H3 -3.53 5.95 2.62  0.0000
H4 -2.46 5.68 -0.63  -0.0004
H5 -2.80 6.75 0.76  -0.0001
C5 -1.76 -4.87 1.35  0.0000
C6 -1.37 -4.09 0.10  0.0000
N1 -1.17 -2.66 0.37  -0.0004
C7 -2.23 -1.84 0.28  -0.0004
C8 -2.20 -0.49 0.46  -0.0008
C9 -3.55 0.20 0.31  0.0067
O6 -4.53 -0.49 0.12  0.0231
O7 -3.56 1.49 0.39  0.0323
C10 -0.97 0.13 0.81  -0.0016
O8 -0.77 1.34 1.01  -0.0068
C11 0.17 -0.77 0.97  -0.0004
C12 1.41 -0.25 1.34  -0.0002
C13 2.49 -1.07 1.49  0.0000
F1 3.67 -0.50 1.82  0.0000
C14 2.41 -2.45 1.31  -0.0001
C15 1.17 -2.97 0.97  0.0000
C16 0.06 -2.15 0.76  -0.0002
N2 3.50 -3.34 1.48  0.0000
C17 3.77 -4.31 0.42  0.0000
C18 4.20 -5.62 1.08  0.0000
N3 4.76 -5.28 2.43  0.0000
C19 5.66 -4.08 2.33  0.0000
C20 4.76 -2.85 2.04  0.0000
H6 -1.87 -5.93 1.11  0.0000
H7 -2.71 -4.51 1.74  0.0000
H8 -1.01 -4.76 2.13  0.0000
H9 -2.15 -4.17 -0.65  0.0000
H10 -0.47 -4.50 -0.35  0.0000
H11 -3.18 -2.30 0.04  0.0000
H12 1.51 0.82 1.47  0.0000
H13 1.08 -4.05 0.88  0.0000
H14 4.56 -3.93 -0.24  0.0000
H15 2.89 -4.47 -0.20  0.0000
H16 4.98 -6.14 0.51  0.0000
H17 3.37 -6.30 1.23  0.0000
H18 5.21 -6.07 2.87  0.0000
H19 3.96 -4.99 3.00  0.0000
H20 6.36 -4.27 1.52  0.0000
H21 6.21 -3.96 3.26  0.0000
H22 5.29 -2.18 1.37  0.0000
H23 4.56 -2.31 2.96  0.0000
N4 -0.63 3.95 -9.21  0.0040
C21 -0.79 3.81 -8.08  0.0010
C22 -1.00 3.62 -6.67  0.0081
C23 0.09 3.43 -5.82  -0.0019
C24 -0.11 3.28 -4.46  0.0101
C25 -1.40 3.31 -3.93  0.0083
C26 -2.49 3.50 -4.79  0.0103
C27 -2.29 3.65 -6.15  -0.0018
C28 -1.61 3.16 -2.51  0.0722
C29 -1.85 3.02 -1.34  -0.0237
H24 1.09 3.40 -6.24  -0.0003
H25 0.73 3.13 -3.80  0.0006
H26 -3.49 3.51 -4.37  0.0005
H27 -3.13 3.79 -6.81  -0.0003